C37H40Br2MnN4OP2S2 as an isolated structure, computed with the ωB97M-V functional and the def2-TZVPD basis.

```
89
Properties=species:S:1:pos:R:3:mulliken_spin:R:1
Mn 0.146 0.416 1.072 4.6748
C -3.228 -1.347 1.859 -0.0037
P -1.508 -1.150 2.455 0.0076
C -1.771 -0.820 4.235 0.0102
C -0.921 -2.898 2.497 0.0333
C -1.725 -3.830 3.163 -0.0079
C -1.359 -5.157 3.285 0.0001
C -0.155 -5.582 2.741 -0.0007
C 0.648 -4.673 2.078 -0.0076
C 0.287 -3.328 1.934 0.0096
P 1.451 -2.188 1.050 0.0637
C 1.975 -3.206 -0.406 0.0168
C 2.920 -2.381 2.133 0.0014
H -3.842 -1.893 2.576 -0.0001
H -3.240 -1.869 0.905 -0.0004
H -3.659 -0.355 1.713 -0.0003
H -2.593 -1.410 4.643 -0.0018
H -1.981 0.241 4.368 -0.0020
H -0.857 -1.054 4.782 0.0012
H -2.664 -3.510 3.598 0.0012
H -2.004 -5.852 3.807 -0.0003
H 0.158 -6.614 2.834 -0.0002
H 1.587 -5.020 1.664 0.0017
H 1.661 -4.247 -0.347 -0.0020
H 3.064 -3.178 -0.468 -0.0003
H 1.583 -2.772 -1.325 -0.0002
H 3.319 -3.396 2.093 -0.0003
H 2.645 -2.138 3.158 0.0019
H 3.690 -1.675 1.819 -0.0018
Br -3.045 3.985 -0.661 0.0009
C -3.131 2.168 -1.175 0.0102
C -4.151 1.759 -2.035 0.0002
C -4.241 0.456 -2.449 0.0074
Br -5.631 -0.036 -3.645 0.0004
C -3.297 -0.497 -2.010 -0.0077
C -3.284 -1.851 -2.406 0.0026
C -2.305 -2.685 -1.942 0.0012
C -1.337 -2.170 -1.064 0.0311
N -1.323 -0.922 -0.660 -0.0009
C -2.272 -0.072 -1.126 -0.0248
C -2.154 1.298 -0.677 0.0214
O -1.208 1.666 0.097 0.1163
H -4.870 2.489 -2.379 -0.0003
H -4.047 -2.209 -3.083 0.0003
H -2.264 -3.725 -2.234 -0.0007
H -0.576 -2.828 -0.664 -0.0082
C -0.537 2.678 -5.620 0.0000
C -0.101 1.333 -5.023 0.0006
C -1.336 0.650 -4.436 -0.0002
C 0.473 0.440 -6.131 0.0000
C 0.971 1.574 -3.962 -0.0056
C 2.159 2.243 -4.317 0.0007
C 3.158 2.511 -3.405 -0.0023
C 2.973 2.105 -2.087 0.0043
S 3.988 2.310 -0.696 0.0055
C 2.790 1.499 0.286 -0.0687
N 1.745 1.095 -0.376 0.0225
C 1.809 1.435 -1.715 -0.0019
C 0.813 1.162 -2.652 0.0132
C 2.932 1.321 1.740 -0.1515
C 4.098 1.772 2.373 -0.0044
C 4.233 1.623 3.743 0.0065
C 3.202 1.026 4.462 -0.0065
C 2.051 0.597 3.812 -0.0375
C 1.855 0.715 2.431 0.2204
H -1.333 2.522 -6.351 0.0000
H 0.287 3.184 -6.125 0.0000
H -0.915 3.341 -4.840 0.0000
H -2.087 0.518 -5.218 0.0000
H -1.787 1.244 -3.639 0.0003
H -1.098 -0.339 -4.036 0.0000
H -0.275 0.282 -6.912 0.0000
H 0.760 -0.535 -5.731 0.0000
H 1.353 0.886 -6.594 0.0000
H 2.299 2.566 -5.340 0.0000
H 4.058 3.030 -3.710 0.0006
H -0.073 0.644 -2.317 0.0299
H 4.898 2.241 1.811 -0.0008
H 5.128 1.967 4.245 0.0003
H 3.294 0.909 5.536 -0.0002
H 1.264 0.157 4.421 -0.0004
N -0.420 4.921 4.366 0.0011
C 0.035 3.841 3.686 0.0039
N 1.362 3.793 3.470 -0.0048
S -0.998 2.647 3.153 0.0197
H 0.158 5.738 4.474 0.0001
H -1.416 5.052 4.375 -0.0004
H 1.989 4.431 3.930 0.0002
H 1.747 2.931 3.113 0.0120
```

Energy: -258683.7116 eV
2S+1: 6


An isolated ion of composition C11H20N3O and charge +1 at a distorted geometry, computed with the ωB97M-V functional and the def2-TZVPD basis.

```
35
Properties=species:S:1:pos:R:3:nbo_charge:R:1
C 0.726 -1.935 1.091 -0.4367
C -0.518 -2.138 0.681 0.3817
C 0.898 -2.532 2.380 0.6044
C 1.749 -1.021 0.631 -0.1987
C 0.204 0.248 -0.863 0.4197
C 0.421 -0.324 -2.166 -0.7444
C -1.709 1.056 0.742 -0.6270
C -2.119 0.880 -1.751 -0.5820
C -0.638 2.579 -0.889 -0.6092
C 2.387 1.208 -0.092 -0.4185
C -1.050 1.110 -0.668 -0.1422
N -1.154 -2.917 1.579 -0.4438
N -0.271 -3.171 2.651 -0.4074
N 1.192 0.334 0.142 -0.4561
O 1.922 -2.623 3.090 -0.6089
H 2.533 -0.781 1.489 0.2771
H 2.245 -1.358 -0.261 0.2193
H 0.981 0.363 -2.793 0.2437
H -0.546 -0.500 -2.684 0.2724
H 0.987 -1.262 -2.017 0.2413
H -1.225 1.735 1.463 0.2125
H -1.727 -0.004 1.012 0.2217
H -2.685 1.440 0.690 0.2410
H -3.013 0.953 -1.285 0.2230
H -1.943 1.600 -2.471 0.2203
H -2.106 -0.118 -2.172 0.2040
H 0.127 2.790 -1.729 0.2113
H -0.101 2.839 -0.074 0.1857
H -1.481 3.349 -1.052 0.2524
H 2.891 1.023 -1.059 0.2444
H 2.078 2.245 -0.323 0.2416
H 2.985 1.107 0.750 0.2349
H -2.022 -3.321 1.437 0.4274
H -0.711 -3.521 3.506 0.4405
H 0.691 0.666 1.014 0.4547
```

Energy: -18236.3172 eV
Charge: +1